A 2-piece molecular cluster, C8H17N4O overall. Source: the Open Molecules 2025 dataset; level of theory: the ωB97M-V functional and the def2-TZVPD basis.

Computed properties:
Energy relative to the best compared isomer or geometry (same formula, charge and spin) in kJ/mol: 642.3
Max |F| in eV/A: 5.64
Energy in eV: -16567.0217
Highest occupied orbital energy (spin up / spin down) in eV: -12.42 / -12.42
Charge: +1
Lowest unoccupied orbital energy (spin up / spin down) in hartree: -0.139 / -0.139

Last column: natural (NBO) charge in e.
CARTESIAN COORDINATES (ANGSTROEM)
O  -3.4857  -1.2659  0.0141  -0.23
N  -4.7816  0.6146  -0.1947  -0.77
N  -1.4810  -0.4212  -0.1240  0.13
N  -2.2088  -1.5362  -0.0751  -0.01
N  -0.2502  -0.4866  -0.3067  -0.24
C  -3.5812  0.0850  -0.0131  0.51
C  1.7392  -1.6004  -0.9577  -0.60
C  0.5599  1.9424  1.2932  -0.72
C  0.9720  1.6590  -1.2027  -0.71
C  0.6248  -2.3535  1.1351  -0.63
C  -2.3633  0.6883  -0.1046  -0.28
C  0.9620  1.1453  0.1447  0.21
C  0.4111  -1.7759  -0.2949  -0.08
H  -4.9193  1.5285  0.2403  0.42
H  1.6797  -0.8069  -1.6976  0.21
H  1.8361  0.4374  0.3728  0.23
H  2.0852  -2.5373  -1.2478  0.24
H  -0.2417  2.5815  1.2152  0.24
H  -2.2253  1.6740  -0.5069  0.26
H  1.2317  2.7668  -1.1898  0.26
H  0.1887  1.3757  2.1117  0.26
H  -0.1599  -2.5357  -0.9430  0.24
H  1.2402  -3.2216  1.1949  0.24
H  0.9856  -1.6695  1.8566  0.21
H  2.4211  -1.1567  -0.2979  0.19
H  1.7840  1.1646  -1.7880  0.25
H  -5.5650  -0.0571  0.0718  0.42
H  1.5953  2.3273  1.7577  0.29
H  -0.3864  -2.6913  1.5954  0.23
H  0.0475  1.5552  -1.6371  0.25

An isolated ion of composition C8H17N4OS and charge +1. Source: the Open Molecules 2025 dataset; level of theory: the ωB97M-V functional and the def2-TZVPD basis.

Computed properties:
Energy relative to the best compared isomer or geometry (same formula, charge and spin) in kJ/mol: 392.2
SMILES string: CS/N=C(/N)C(=O)[C@@H](N=[NH2+])C(C)(C)C
Max |F| in eV/A: 6.50
Energy in eV: -27403.0636
Highest occupied orbital energy (spin up / spin down) in eV: -11.38 / -11.38
Charge: +1
Lowest unoccupied orbital energy (spin up / spin down) in hartree: -0.196 / -0.196

Last column: natural (NBO) charge in e.
CARTESIAN COORDINATES (ANGSTROEM)
S  2.1036  0.5006  2.8616  0.76
O  1.8399  0.0443  0.5531  -0.51
N  -1.4362  -1.1028  -0.3539  0.05
N  -1.7303  -2.3487  -0.1522  -0.41
N  -1.5386  0.1400  1.6372  -0.74
N  0.5470  0.4742  2.8767  -0.58
C  -0.2304  0.1464  -1.8917  0.00
C  2.4587  1.0770  4.6366  -0.74
C  -0.1703  -0.7447  -0.6355  -0.23
C  0.6313  -0.0618  0.4807  0.49
C  -0.7303  -0.7686  -3.0137  -0.63
C  -1.1145  1.3216  -1.6587  -0.63
C  1.2574  0.4856  -2.2361  -0.61
C  -0.1960  0.2339  1.6628  0.16
H  2.8847  0.2398  5.3455  0.24
H  -1.9951  0.7688  1.0788  0.39
H  1.3024  1.0859  -3.2192  0.24
H  1.4805  1.3538  4.8970  0.24
H  -1.8525  -0.8594  -2.8687  0.20
H  3.3036  1.6920  4.5141  0.24
H  -2.0400  -0.0650  2.5160  0.42
H  -1.1295  -3.2071  -0.1680  0.41
H  -2.7174  -2.4584  -0.2026  0.41
H  0.5342  -1.6531  -0.9013  0.23
H  -0.7666  -0.2524  -3.9427  0.24
H  -0.3269  -1.6412  -3.2850  0.22
H  1.7623  -0.4862  -2.4845  0.22
H  -2.1610  1.1889  -1.6417  0.23
H  1.7252  1.0639  -1.4574  0.23
H  -0.7209  2.1883  -2.3518  0.26
H  -0.9742  1.6446  -0.5955  0.19

C8H17NO as an isolated structure. Source: the Open Molecules 2025 dataset; level of theory: the ωB97M-V functional and the def2-TZVPD basis.

Computed properties:
Energy relative to the best compared isomer or geometry (same formula, charge and spin) in kJ/mol: 892.4
Max |F| in eV/A: 11.70
Energy in eV: -12101.1205
Highest occupied orbital energy in eV: -9.34
Charge: 0
Lowest unoccupied orbital energy in hartree: 0.024

Last column: natural (NBO) charge in e.
CARTESIAN COORDINATES (ANGSTROEM)
O  -1.0421  0.3119  -1.1262  -0.70
N  -3.2539  0.3154  -0.8190  -0.87
C  2.6714  -0.7884  -0.3461  -0.43
C  0.1777  0.3855  1.0383  -0.27
C  1.5597  -1.6295  0.1634  -0.40
C  0.8005  -0.8899  1.2810  -0.39
C  1.1450  1.2107  0.1536  -0.37
C  -2.4026  -0.0562  0.5741  -0.24
C  2.0510  0.4055  -1.0599  -0.38
C  -1.1673  0.5886  0.2117  0.06
H  3.2418  -0.1875  0.4401  0.22
H  -1.8329  0.0566  -1.2733  0.46
H  0.7951  2.0901  -0.2216  0.20
H  -3.6230  1.2739  -0.1816  0.38
H  2.9731  1.3873  -0.8843  0.18
H  1.5344  -0.6244  2.1382  0.20
H  3.1640  -1.5562  -1.0752  0.22
H  2.0343  1.9182  0.7461  0.17
H  -0.0610  -1.4658  1.6583  0.20
H  0.9542  -1.6690  -0.5807  0.20
H  -4.0927  -0.5238  -0.7974  0.38
H  1.4842  0.4506  -2.0013  0.23
H  -1.4926  1.7299  0.2351  0.14
H  -2.8074  0.0772  1.6397  0.23
H  0.0940  0.9222  1.9321  0.21
H  1.8940  -2.5748  0.6041  0.20
H  -2.1586  -1.3651  0.2678  0.16

An isolated molecule of C8H17NO. Source: the Open Molecules 2025 dataset; level of theory: the ωB97M-V functional and the def2-TZVPD basis.

Computed properties:
Energy relative to the best compared isomer or geometry (same formula, charge and spin) in kJ/mol: 365.7
SMILES string: CC[C@H]1OCCN1C(C)C
Max |F| in eV/A: 6.77
Energy in eV: -12106.5793
Highest occupied orbital energy in eV: -8.47
Charge: 0
Lowest unoccupied orbital energy in hartree: 0.036

Last column: natural (NBO) charge in e.
CARTESIAN COORDINATES (ANGSTROEM)
O  1.5906  0.8854  0.3940  -0.54
N  -0.4817  0.1651  -0.3318  -0.48
C  -2.3625  -0.2612  1.2658  -0.66
C  -1.5396  -0.5620  0.0638  -0.03
C  -2.4419  -0.7836  -1.1775  -0.60
C  -0.5455  1.5534  -0.3207  -0.25
C  0.6404  -0.1339  0.5356  0.28
C  2.9788  -1.1863  -0.2577  -0.62
C  1.4352  -1.4486  0.0912  -0.43
C  0.9111  2.0398  -0.2038  -0.06
H  3.6151  -0.6682  0.5630  0.22
H  1.2905  2.2484  -1.3313  0.17
H  0.2231  -0.1869  1.5406  0.13
H  -2.9255  -1.1797  1.4701  0.23
H  -1.6381  -0.1128  2.1558  0.22
H  -2.0107  -0.9131  -2.1583  0.22
H  -3.0140  0.0890  -1.2146  0.19
H  -3.1108  -1.5869  -1.0250  0.20
H  1.2801  -2.1288  0.9405  0.20
H  -3.0516  0.5144  0.9404  0.21
H  1.1876  2.8481  0.4381  0.20
H  -1.0748  1.8010  0.5363  0.17
H  -1.0940  -1.6158  0.1436  0.19
H  -0.9743  1.8675  -1.3061  0.21
H  0.8219  -1.9040  -0.7001  0.21
H  3.5775  -2.0366  -0.5971  0.21
H  3.0889  -0.5812  -1.2056  0.21

C8H17NO2 as an isolated structure. Source: the Open Molecules 2025 dataset; level of theory: the ωB97M-V functional and the def2-TZVPD basis.

Computed properties:
Energy relative to the best compared isomer or geometry (same formula, charge and spin) in kJ/mol: 983.0
Max |F| in eV/A: 19.52
Energy in eV: -14146.8652
Highest occupied orbital energy in eV: -8.29
Charge: 0
Lowest unoccupied orbital energy in hartree: 0.016

Last column: natural (NBO) charge in e.
CARTESIAN COORDINATES (ANGSTROEM)
O  0.5790  1.9704  -1.2269  -0.73
O  -1.5650  2.4720  -1.2747  -0.63
N  -1.5137  -0.5079  -2.1459  -0.86
C  1.4812  -1.9519  3.1386  -0.57
C  -1.2896  -1.1664  -1.0493  -0.11
C  -0.5176  0.8775  0.2466  -0.55
C  -0.0771  -0.3885  -0.2026  -0.17
C  -0.6427  1.8028  -0.7029  0.79
C  1.4853  -0.9151  1.7998  -0.18
C  2.4756  -0.9837  1.0495  -0.67
C  -0.0609  -1.5677  1.0756  -0.32
H  2.4291  -0.2267  0.1387  0.22
H  -1.8734  0.4500  -2.1309  0.38
H  2.5840  -1.8957  0.4033  0.22
H  0.5434  -0.5145  -0.8063  0.17
H  -2.0630  -0.9098  -2.8248  0.36
H  1.1871  0.0368  2.2844  0.20
H  -1.2295  -2.2351  -1.2631  0.20
H  -1.6448  0.9897  0.6493  0.26
H  0.6231  -2.0604  3.5930  0.18
H  0.0683  -2.5284  0.6383  0.19
H  0.7544  2.3966  -2.3448  0.52
H  -2.4156  -1.0947  -0.2999  0.05
H  3.4448  -0.8523  1.6017  0.23
H  -0.7685  -1.5271  1.7089  0.17
H  1.6586  -3.0907  2.6351  0.18
H  0.2347  1.4120  1.0505  0.27
H  2.2996  -1.6417  3.8719  0.20

A 3-piece molecular cluster, C8H17NO5 overall. Source: the Open Molecules 2025 dataset; level of theory: the ωB97M-V functional and the def2-TZVPD basis.

Computed properties:
Energy relative to the best compared isomer or geometry (same formula, charge and spin) in kJ/mol: 0.0
SMILES string: C[C@H]1COC(=O)O1.CN(C)C=O.CO
Max |F| in eV/A: 0.82
Energy in eV: -20299.0354
Highest occupied orbital energy in eV: -9.38
Charge: 0
Lowest unoccupied orbital energy in hartree: 0.010

Last column: natural (NBO) charge in e.
CARTESIAN COORDINATES (ANGSTROEM)
O  -19.6358  1.4589  18.0976  -0.49
O  -21.2238  2.2498  19.4867  -0.57
O  -17.8405  4.8132  16.0880  -0.60
O  -15.4618  0.0261  20.4481  -0.74
O  -19.8436  0.6155  20.1359  -0.49
N  -16.2549  3.2571  16.6088  -0.45
C  -18.8502  0.2796  18.0517  -0.09
C  -18.8233  -0.2071  19.5149  0.06
C  -17.2466  4.1467  16.8961  0.54
C  -15.5596  2.5596  17.6486  -0.40
C  -15.8750  3.0001  15.2478  -0.42
C  -19.1931  -1.6555  19.6899  -0.63
C  -15.6867  -0.0293  21.8474  -0.25
C  -20.3210  1.5129  19.2692  0.97
H  -17.8555  0.5354  17.6917  0.19
H  -17.4560  4.1785  17.9802  0.11
H  -16.6732  -0.4647  21.9978  0.18
H  -20.1512  -1.8546  19.2019  0.22
H  -15.7095  0.9694  22.3010  0.17
H  -19.3029  -0.4705  17.4009  0.18
H  -18.4188  -2.2969  19.2676  0.22
H  -14.5498  0.2737  20.2764  0.47
H  -14.9411  -0.6333  22.3673  0.17
H  -15.8968  2.9076  18.6309  0.21
H  -16.3068  2.0649  14.8735  0.19
H  -17.8830  0.0437  20.0028  0.20
H  -15.7761  1.4869  17.6256  0.19
H  -14.7898  2.9420  15.1450  0.19
H  -19.3431  -1.9045  20.7403  0.23
H  -16.2258  3.8098  14.6111  0.24
H  -14.4848  2.7472  17.6275  0.19

C8H17O10V as an isolated structure. Source: the Open Molecules 2025 dataset; level of theory: the ωB97M-V functional and the def2-TZVPD basis.

Computed properties:
Max |F| in eV/A: 7.54
Energy in eV: -54734.4784
Highest occupied orbital energy (spin up / spin down) in eV: -5.79 / -5.79
2S+1: 2
Charge: -1
Lowest unoccupied orbital energy (spin up / spin down) in hartree: 0.072 / -0.015

Last column: natural (NBO) charge in e.
CARTESIAN COORDINATES (ANGSTROEM)
V  2.8783  -8.6644  -11.3397  1.52
O  -1.4150  -10.3054  -12.3772  -0.72
O  3.0097  -10.2247  -9.7945  -0.70
O  1.5237  -10.5477  -11.1629  -0.59
O  3.1786  -10.0863  -15.4987  -0.70
O  2.1496  -8.1627  -15.5282  -0.71
O  2.2726  -12.1338  -10.0564  -0.29
O  3.8612  -9.4494  -7.1720  -0.75
O  1.7501  -7.5769  -11.0684  -0.53
O  4.2824  -7.9494  -11.2531  -0.47
O  2.8922  -9.1610  -13.6383  -0.81
C  2.5060  -7.5461  -7.1553  -0.64
C  -1.0670  -7.9309  -12.6202  -0.64
C  2.6776  -9.2169  -14.8363  0.96
C  3.8568  -8.1139  -6.7747  0.09
C  -2.0290  -9.1294  -12.8777  0.09
C  2.0486  -10.9262  -10.1044  0.90
C  -2.2264  -9.3480  -14.2888  -0.62
C  4.3075  -8.0190  -5.3186  -0.62
H  1.9894  -7.5344  -14.8203  0.46
H  1.6170  -8.0038  -6.7215  0.21
H  -1.6399  -7.0038  -12.5984  0.20
H  -2.6636  -8.4799  -14.7819  0.20
H  -1.2501  -9.3622  -14.7734  0.22
H  -2.6706  -10.3166  -14.5182  0.22
H  4.6226  -7.7151  -7.4399  0.16
H  5.2441  -8.5025  -5.0409  0.22
H  2.3730  -7.6234  -8.2344  0.22
H  -0.7868  -9.9632  -11.7370  0.48
H  2.4627  -6.4630  -7.0409  0.21
H  -0.5462  -7.9746  -11.6637  0.22
H  -0.3651  -7.7088  -13.4239  0.21
H  4.3346  -6.9588  -5.0669  0.20
H  3.5498  -8.5043  -4.7034  0.20
H  -2.9897  -8.9501  -12.3950  0.14
H  3.3101  -9.6091  -7.9416  0.49

A 2-piece molecular cluster, C8H17O4PS overall. Source: the Open Molecules 2025 dataset; level of theory: the ωB97M-V functional and the def2-TZVPD basis.

Computed properties:
Energy relative to the best compared isomer or geometry (same formula, charge and spin) in kJ/mol: 97.9
Max |F| in eV/A: 3.61
Energy in eV: -36882.9994
Highest occupied orbital energy in eV: -8.04
Charge: 0
Lowest unoccupied orbital energy in hartree: 0.013

Last column: natural (NBO) charge in e.
CARTESIAN COORDINATES (ANGSTROEM)
S  0.6382  -1.8442  -0.0690  0.47
P  -2.3155  -0.6819  -0.2683  2.27
O  -3.6915  0.0990  -0.7066  -0.82
O  -1.9493  -1.7676  -1.1949  -1.12
O  1.6988  0.4612  -0.4964  -0.50
O  -2.7039  -1.3708  1.1528  -0.82
C  2.6541  2.5129  0.3218  -0.63
C  -1.2824  0.7149  0.1470  -0.85
C  2.6428  -3.7284  -0.0013  -0.62
C  0.6087  -0.2014  -0.2708  0.25
C  -3.1809  -0.5354  2.1819  -0.26
C  1.6454  1.8884  -0.6281  -0.07
C  -4.7243  -0.6536  -1.3067  -0.25
C  2.4330  -2.2595  -0.3039  -0.53
H  2.3543  2.3454  1.3517  0.22
H  3.6743  -4.0054  -0.2071  0.22
H  -4.3278  -1.5828  -1.7206  0.20
H  3.6392  2.0803  0.1668  0.21
H  -2.5883  0.3819  2.2305  0.21
H  1.8976  2.1143  -1.6688  0.19
H  2.4253  -3.9412  1.0425  0.22
H  -5.1540  -0.0472  -2.1057  0.18
H  -3.0945  -1.0902  3.1158  0.18
H  2.7078  3.5803  0.1367  0.22
H  3.0124  -1.6186  0.3587  0.22
H  2.6764  -2.0292  -1.3395  0.22
H  0.6311  2.2285  -0.4088  0.22
H  1.9895  -4.3377  -0.6190  0.22
H  -4.2258  -0.2687  2.0110  0.17
H  -1.3360  1.3918  -0.7128  0.17
H  -5.5009  -0.8869  -0.5712  0.17

C8H17P as an isolated structure. Source: the Open Molecules 2025 dataset; level of theory: the ωB97M-V functional and the def2-TZVPD basis.

Computed properties:
Energy relative to the best compared isomer or geometry (same formula, charge and spin) in kJ/mol: 239.7
Max |F| in eV/A: 6.03
Energy in eV: -17856.0176
Highest occupied orbital energy in eV: -8.92
Charge: 0
Lowest unoccupied orbital energy in hartree: 0.032

Last column: natural (NBO) charge in e.
CARTESIAN COORDINATES (ANGSTROEM)
P  -2.7791  0.8760  -0.1353  0.36
C  -1.6115  -0.3644  0.0130  -0.35
C  -1.2710  -1.2831  -1.1531  -0.64
C  0.0571  0.6303  0.1460  0.12
C  2.1874  0.7288  -1.2567  -0.61
C  2.1876  -0.2119  1.1318  -0.62
C  1.3858  -0.0351  -0.1611  -0.34
C  -0.0521  1.8615  0.6146  -0.50
C  -1.5543  -1.0664  1.3745  -0.65
H  -0.9354  2.3428  0.8965  0.22
H  3.2420  0.3809  -1.4865  0.22
H  -0.8713  -0.2884  1.8921  0.25
H  1.1886  -1.0358  -0.6368  0.21
H  2.6504  1.6354  -0.7369  0.20
H  3.3131  -0.1063  1.0504  0.22
H  1.6324  0.3665  1.9298  0.23
H  -1.0338  -2.0574  1.2970  0.21
H  -3.7352  0.0406  -0.6140  -0.04
H  0.8893  2.4756  0.7192  0.20
H  -0.5769  -1.9558  -0.7213  0.20
H  -2.6086  1.5614  -1.3645  -0.01
H  1.6283  0.9504  -2.2420  0.22
H  -2.4742  -1.3272  1.9152  0.23
H  -2.0823  -1.9376  -1.6082  0.22
H  -0.9428  -0.8308  -2.1978  0.22
H  2.1665  -1.3499  1.3340  0.22